# 1
C3H3HgO2 | ωB97M-V/def2-TZVPD

Atoms and positions in Å:
O: 0.375 1.224 -0.394
C: -0.647 0.522 -0.026
C: -0.281 -0.887 0.213
C: 1.026 -1.112 -0.107
H: -1.070 -1.636 0.140
H: 1.821 -0.619 0.458
H: 1.304 -1.849 -0.865
O: -1.621 1.079 0.556
Hg: -0.908 3.277 0.025

Calculated values
calculated total energy = -11425.7378 eV
molar mass = 271.64 g mol⁻¹
charge = 0
multiplicity = 2


# 2
C3H3I | ωB97M-V/def2-TZVPD

Atoms and positions in Å:
C: -0.936 -0.194 -1.188
C: -1.826 0.998 -2.416
C: 0.002 0.467 -0.274
I: -0.511 -0.247 -3.450
H: -0.295 0.022 0.598
H: -0.163 1.598 -0.170
H: 0.999 0.160 -0.466

Calculated values
calculated total energy = -11251.7050 eV
molar mass = 165.96 g mol⁻¹
charge = 0
multiplicity = 1


# 3
C3H3I | ωB97M-V/def2-TZVPD

Atoms and positions in Å:
C: 0.486 0.324 0.569
C: 0.978 -0.757 -0.285
C: 0.286 0.538 -0.731
I: 3.493 0.007 0.051
H: 0.492 0.462 1.573
H: 1.030 -1.871 -0.517
H: 0.445 1.065 -1.736

Calculated values
calculated total energy = -11255.8998 eV
SMILES = IC1C=C1
molar mass = 165.96 g mol⁻¹
charge = 0
multiplicity = 1